C21H76INO21 as an isolated structure, computed with ωB97M-V with the def2-TZVPD basis set.

Last column: Löwdin charge in e.
Positions of all 120 atoms, in Å:
O  4.46  -0.05  4.15  -0.006
C  4.59  0.35  2.97  -0.167
C  3.60  -0.31  1.89  -0.150
N  2.61  0.68  1.34  0.035
C  1.58  0.95  2.36  -0.579
O  1.78  1.67  3.38  0.049
O  0.26  0.46  2.21  -0.599
I  0.05  -1.38  3.03  1.046
H  5.35  1.17  2.72  0.128
H  2.99  -1.11  2.42  0.078
H  4.17  -0.84  1.03  0.115
H  3.06  1.58  1.12  0.117
C  3.04  4.36  5.27  -0.141
O  3.45  4.57  3.93  -0.146
H  3.44  5.16  5.90  0.084
H  1.95  4.36  5.33  0.085
H  3.43  3.40  5.63  0.086
H  3.09  3.85  3.41  0.049
C  -2.36  -0.61  -0.06  -0.162
O  -1.71  -1.87  -0.08  -0.180
H  -2.20  -0.14  0.91  0.054
H  -1.94  0.04  -0.84  0.080
H  -3.43  -0.74  -0.23  0.075
H  -1.86  -2.26  -0.96  0.046
C  5.12  5.42  0.63  -0.145
O  4.51  4.26  1.18  -0.142
H  5.04  5.38  -0.45  0.079
H  4.61  6.31  1.00  0.084
H  6.18  5.45  0.92  0.073
H  4.59  4.31  2.13  0.028
C  7.45  4.09  5.05  -0.151
O  6.19  4.47  5.58  -0.133
H  8.21  4.18  5.83  0.080
H  7.41  3.06  4.70  0.075
H  7.71  4.76  4.22  0.069
H  5.54  4.39  4.86  0.039
C  -0.41  4.53  1.02  -0.157
O  0.99  4.50  1.27  -0.129
H  -0.64  5.36  0.36  0.080
H  -0.72  3.59  0.54  0.062
H  -0.95  4.66  1.96  0.081
H  1.16  3.75  1.85  0.038
C  -2.61  3.91  -1.87  -0.155
O  -2.86  3.89  -0.48  -0.149
H  -1.59  3.56  -2.05  0.077
H  -3.31  3.24  -2.38  0.072
H  -2.72  4.92  -2.26  0.080
H  -3.77  4.20  -0.36  0.060
C  -3.93  -4.27  -1.78  -0.146
O  -2.53  -4.30  -1.53  -0.136
H  -4.15  -3.43  -2.44  0.085
H  -4.24  -5.20  -2.26  0.073
H  -4.47  -4.14  -0.84  0.083
H  -2.37  -5.05  -0.94  0.090
C  -2.15  -4.79  -5.41  -0.147
O  -2.76  -5.95  -4.88  -0.131
H  -2.22  -4.82  -6.50  0.065
H  -2.67  -3.90  -5.04  0.075
H  -1.10  -4.76  -5.12  0.081
H  -2.69  -5.90  -3.92  0.050
C  -6.55  3.69  0.32  -0.162
O  -6.15  3.89  -1.04  -0.136
H  -6.15  4.49  0.93  0.073
H  -7.64  3.69  0.39  0.081
H  -6.16  2.73  0.68  0.069
H  -6.52  3.16  -1.55  0.078
C  -4.19  -4.73  -9.61  -0.146
O  -2.79  -4.76  -9.36  -0.145
H  -4.40  -3.89  -10.27  0.062
H  -4.50  -5.66  -10.09  0.072
H  -4.73  -4.60  -8.67  0.079
H  -2.62  -5.51  -8.77  0.049
C  -5.45  2.10  4.02  -0.151
O  -5.67  3.08  3.01  -0.148
H  -5.98  1.19  3.75  0.063
H  -4.39  1.89  4.10  0.082
H  -5.84  2.47  4.97  0.077
H  -5.19  3.87  3.27  0.081
C  6.26  -3.30  -0.03  -0.158
O  5.08  -2.90  0.65  -0.140
H  7.09  -2.67  0.30  0.082
H  6.49  -4.34  0.19  0.072
H  6.12  -3.17  -1.11  0.069
H  4.37  -3.47  0.34  0.083
C  8.08  8.26  4.85  -0.166
O  6.66  8.32  4.96  -0.127
H  8.43  9.19  4.39  0.077
H  8.52  8.17  5.85  0.076
H  8.37  7.41  4.23  0.066
H  6.37  7.49  5.37  0.065
C  -6.63  -0.43  7.00  -0.148
O  -6.24  -0.23  5.64  -0.143
H  -6.23  0.37  7.60  0.078
H  -7.72  -0.42  7.07  0.078
H  -6.24  -1.39  7.36  0.066
H  -6.61  -0.96  5.13  0.080
C  7.35  -5.75  -2.61  -0.148
O  6.09  -5.37  -2.07  -0.154
H  8.11  -5.65  -1.83  0.080
H  7.31  -6.78  -2.95  0.076
H  7.61  -5.09  -3.45  0.079
H  5.44  -5.46  -2.77  0.084
C  -2.22  -2.24  -11.14  -0.167
O  -3.51  -1.68  -10.95  -0.136
H  -2.32  -3.17  -11.70  0.079
H  -1.60  -1.54  -11.71  0.074
H  -1.76  -2.44  -10.17  0.072
H  -3.40  -0.86  -10.46  0.077
C  -2.11  -8.28  -10.30  -0.152
O  -1.45  -7.67  -9.20  -0.131
H  -2.68  -7.52  -10.84  0.073
H  -1.37  -8.72  -10.98  0.077
H  -2.80  -9.06  -9.94  0.078
H  -0.96  -8.37  -8.75  0.079
C  -3.46  -1.98  9.30  -0.156
O  -4.75  -1.41  9.50  -0.139
H  -3.57  -2.91  8.75  0.078
H  -2.84  -1.29  8.72  0.078
H  -2.99  -2.18  10.27  0.075
H  -4.63  -0.59  9.99  0.079

Total energy ... -2777.75196 Eh
Highest occupied orbital energy ... -0.342 hartree
Energy above the lowest of the compared OMol25 structures with the same formula, charge and spin ... 0.0 kcal per mole
Net charge ... 0

A 17-piece molecular cluster, C21H76O17 overall, computed with ωB97M-V with the def2-TZVPD basis set.

Last column: Löwdin charge in e.
Positions of all 114 atoms, in Å:
O  2.79  -0.66  -3.34  -0.059
H  2.40  -0.22  -2.59  -0.037
H  2.54  -1.58  -3.24  -0.020
O  0.65  -4.30  -0.44  -0.049
H  0.51  -5.24  -0.43  0.056
H  0.05  -3.95  0.22  -0.024
O  -2.75  -2.30  -0.65  -0.027
H  -2.21  -2.50  0.11  0.012
H  -3.58  -2.75  -0.49  0.073
O  5.22  1.58  -3.02  -0.073
H  5.45  2.01  -2.19  -0.049
H  4.38  1.16  -2.84  -0.005
O  -0.95  -3.42  1.51  -0.031
H  -0.45  -3.24  2.30  0.077
H  -1.41  -4.23  1.69  0.083
O  4.24  -1.33  2.01  -0.023
H  4.40  -2.27  1.91  0.026
H  3.48  -1.28  2.60  0.037
O  -2.18  -1.72  -3.29  -0.046
H  -2.28  -1.96  -2.37  -0.013
H  -2.95  -1.20  -3.50  0.026
O  0.28  -2.54  -4.49  -0.054
H  -0.60  -2.20  -4.30  -0.014
H  0.52  -3.02  -3.70  -0.017
O  5.66  2.37  -0.57  -0.027
H  6.29  1.66  -0.49  0.067
H  5.02  2.21  0.13  0.010
O  2.20  -3.26  -2.55  -0.045
H  1.91  -4.08  -2.94  0.057
H  1.72  -3.22  -1.72  0.001
C  3.99  -5.42  0.36  -0.035
C  3.27  -4.78  1.50  -0.507
C  2.45  -5.82  2.29  -0.058
O  3.97  -4.14  2.50  -0.054
H  4.54  -6.33  0.61  0.086
H  4.65  -4.71  -0.13  0.093
H  3.31  -5.86  -0.38  0.082
H  2.54  -4.05  1.13  0.110
H  3.08  -6.59  2.75  0.084
H  1.87  -6.43  1.61  0.070
H  1.84  -5.39  3.09  0.072
H  3.38  -3.72  3.13  0.092
C  -0.67  3.65  -3.70  -0.016
C  -2.28  3.54  -4.02  -0.397
C  -2.68  2.12  -4.36  -0.060
O  -2.90  3.82  -2.77  -0.079
H  -0.10  3.32  -4.57  0.070
H  -0.39  3.06  -2.83  0.058
H  -0.19  4.63  -3.68  0.069
H  -2.47  4.25  -4.82  0.131
H  -2.35  1.33  -3.69  0.069
H  -2.25  1.79  -5.31  0.088
H  -3.77  2.02  -4.44  0.076
H  -3.82  3.59  -2.93  0.087
C  0.38  -0.01  -1.98  -0.053
C  1.03  0.28  -0.65  -0.430
C  0.84  -0.90  0.35  -0.014
O  2.40  0.55  -0.89  -0.056
H  0.70  0.65  -2.78  0.097
H  -0.69  0.14  -1.87  0.069
H  0.52  -1.04  -2.32  0.066
H  0.66  1.22  -0.26  0.109
H  1.36  -1.78  -0.02  0.068
H  -0.23  -1.04  0.49  0.055
H  1.23  -0.75  1.36  0.061
H  2.83  0.72  -0.05  0.040
C  0.01  3.71  0.68  -0.034
C  -1.57  3.70  0.50  -0.437
C  -2.35  3.84  1.82  -0.056
O  -2.00  4.78  -0.34  -0.062
H  0.57  3.89  -0.24  0.073
H  0.35  2.78  1.14  0.043
H  0.31  4.59  1.24  0.076
H  -1.94  2.80  0.01  0.100
H  -2.25  4.83  2.26  0.082
H  -2.01  3.12  2.56  0.040
H  -3.42  3.62  1.85  0.069
H  -2.20  4.47  -1.22  0.028
C  -6.52  0.36  -1.12  -0.051
C  -5.09  0.58  -1.60  -0.461
C  -4.01  0.90  -0.52  -0.031
O  -4.73  -0.62  -2.28  -0.059
H  -7.04  1.29  -0.90  0.076
H  -6.55  -0.28  -0.23  0.077
H  -7.15  -0.06  -1.90  0.080
H  -5.09  1.40  -2.31  0.115
H  -4.01  0.08  0.20  0.062
H  -4.27  1.85  -0.07  0.083
H  -3.05  1.07  -1.01  0.069
H  -4.19  -1.04  -1.62  0.029
C  -1.47  0.81  4.66  -0.028
C  -2.57  -0.18  4.17  -0.483
C  -2.35  -0.46  2.71  -0.077
O  -2.35  -1.44  4.72  -0.052
H  -1.49  0.98  5.73  0.079
H  -1.76  1.78  4.26  0.058
H  -0.44  0.59  4.40  0.067
H  -3.58  0.18  4.35  0.143
H  -3.00  -1.18  2.22  0.072
H  -1.33  -0.83  2.63  0.065
H  -2.49  0.48  2.18  0.073
H  -3.20  -1.89  4.73  0.094
C  3.55  3.61  1.82  -0.042
C  3.46  2.20  2.45  -0.423
C  2.25  1.94  3.45  -0.035
O  3.63  1.24  1.43  -0.070
H  4.59  3.90  1.72  0.076
H  3.09  4.36  2.46  0.082
H  3.15  3.55  0.80  0.079
H  4.32  2.30  3.10  0.128
H  2.47  1.07  4.07  0.061
H  1.27  1.69  3.03  0.043
H  2.09  2.75  4.16  0.077
H  3.93  0.43  1.85  0.045

Total energy ... -2124.68274 Eh
Highest occupied orbital energy ... -0.333 hartree
Energy above the lowest of the compared OMol25 structures with the same formula, charge and spin ... 78.4 kcal per mole
Net charge ... 0

Frontier orbital gap, respectively: 7.92 8.14 eV.